[1]
Molecular formula: C20H26N2O3S2
Method: DFT, ωB97M-V with the def2-TZVPD basis set

Values from the calculation:
Electronic energy in hartree: -1909.34063
HOMO energy in Ha: -0.318
LUMO energy in eV: 0.63
SMILES string: Cc1cccc(N(CC(=O)NCCSCc2ccccc2)S(C)(=O)=O)c1C

Last columns: bonded neighbours and bond lengths (Å).
CARTESIAN COORDINATES (ANGSTROEM)
1 C 4.01827 0.57084 -1.97797  C2 1.499, H28 1.087, H29 1.089, H30 1.090
2 C 3.05179 1.39106 -1.17873  C1 1.499, C3 1.388, C26 1.397
3 C 3.48794 2.54087 -0.53530  C2 1.388, C4 1.382, H31 1.080
4 C 2.61729 3.31318 0.21026  C3 1.382, C5 1.382, H32 1.079
5 C 1.28753 2.94984 0.30526  C4 1.382, C6 1.387, H33 1.078
6 C 0.83783 1.80003 -0.32644  C5 1.387, N7 1.423, C26 1.398
7 N -0.52425 1.40393 -0.21471  C6 1.423, C8 1.450, S22 1.669
8 C -1.40422 1.76175 -1.31078  N7 1.450, C9 1.534, H34 1.093, H35 1.099
9 C -2.70809 0.96041 -1.21070  C8 1.534, O10 1.215, N11 1.340
10 O -3.76227 1.48949 -0.92100  C9 1.215
11 N -2.56044 -0.32730 -1.55027  C9 1.340, C12 1.444, H36 1.013
12 C -3.55928 -1.34058 -1.30650  N11 1.444, C13 1.526, H37 1.092, H38 1.095
13 C -3.13319 -2.23735 -0.14810  C12 1.526, S14 1.835, H39 1.088, H40 1.089
14 S -1.46851 -2.94123 -0.46754  C13 1.835, C15 1.841
15 C -0.61302 -2.56948 1.12019  S14 1.841, C16 1.496, H41 1.093, H42 1.089
16 C 0.86665 -2.45709 0.93026  C15 1.496, C17 1.391, C21 1.390
17 C 1.58025 -3.47445 0.30614  C16 1.391, C18 1.383, H43 1.080
18 C 2.94939 -3.37120 0.14213  C17 1.383, C19 1.386, H44 1.080
19 C 3.62145 -2.25093 0.60416  C18 1.386, C20 1.385, H45 1.081
20 C 2.91631 -1.23273 1.22316  C19 1.385, C21 1.384, H46 1.080
21 C 1.54485 -1.33182 1.38401  C16 1.390, C20 1.384, H47 1.080
22 S -1.22754 1.40791 1.29849  N7 1.669, C23 1.808, O24 1.436, O25 1.432
23 C -2.23327 2.90211 1.45429  S22 1.808, H48 1.084, H49 1.082, H50 1.082
24 O -2.12091 0.28411 1.34046  S22 1.436
25 O -0.17661 1.41534 2.27071  S22 1.432
26 C 1.71499 1.00005 -1.06447  C2 1.397, C6 1.398, C27 1.498
27 C 1.22791 -0.25429 -1.72302  C26 1.498, H51 1.091, H52 1.086, H53 1.086
28 H 4.98656 1.06203 -2.02640  C1 1.087
29 H 3.65245 0.42101 -2.99225  C1 1.089
30 H 4.15120 -0.40955 -1.52128  C1 1.090
31 H 4.52496 2.83269 -0.61692  C3 1.080
32 H 2.97097 4.20165 0.71089  C4 1.079
33 H 0.60178 3.54414 0.88724  C5 1.078
34 H -0.90047 1.53006 -2.25257  C8 1.093
35 H -1.64806 2.83344 -1.30185  C8 1.099
36 H -1.62199 -0.69853 -1.63612  N11 1.013
37 H -4.49489 -0.83338 -1.06233  C12 1.092
38 H -3.68764 -1.93289 -2.21834  C12 1.095
39 H -3.06044 -1.64663 0.76221  C13 1.088
40 H -3.83524 -3.05991 -0.01692  C13 1.089
41 H -0.85783 -3.38435 1.80567  C15 1.093
42 H -1.02626 -1.63312 1.49104  C15 1.089
43 H 1.05188 -4.34299 -0.05954  C17 1.080
44 H 3.49394 -4.16720 -0.34504  C18 1.080
45 H 4.69300 -2.17513 0.48361  C19 1.081
46 H 3.43008 -0.35189 1.57855  C20 1.080
47 H 1.00246 -0.52889 1.86015  C21 1.080
48 H -3.09174 2.79026 0.80180  C23 1.084
49 H -2.54460 2.94282 2.49005  C23 1.082
50 H -1.64024 3.77070 1.20134  C23 1.082
51 H 0.98592 -0.07554 -2.77194  C27 1.091
52 H 0.34387 -0.61992 -1.20949  C27 1.086
53 H 1.98461 -1.03250 -1.68112  C27 1.086

[2]
Molecular formula: C20H26N2O4
Method: DFT, ωB97M-V with the def2-TZVPD basis set

Values from the calculation:
Electronic energy in hartree: -1188.17051
HOMO energy in Ha: -0.303
LUMO energy in eV: 0.61
SMILES string: COc1ccc([C@H](CNC(=O)c2cc(C)oc2C)N2CCOCC2)cc1

Last columns: bonded neighbours and bond lengths (Å).
CARTESIAN COORDINATES (ANGSTROEM)
1 C -2.33264 -4.46517 0.87316  O2 1.406, H27 1.095, H28 1.089, H29 1.095
2 O -1.38251 -4.26009 -0.14316  C1 1.406, C3 1.363
3 C -0.61906 -3.13146 -0.10220  O2 1.363, C4 1.397, C26 1.389
4 C 0.31532 -2.99059 -1.13132  C3 1.397, C5 1.377, H30 1.079
5 C 1.12070 -1.87526 -1.19651  C4 1.377, C6 1.393, H31 1.079
6 C 1.02630 -0.87382 -0.23344  C5 1.393, C7 1.511, C25 1.385
7 C 1.83546 0.39525 -0.36605  C6 1.511, C8 1.550, N19 1.459, H32 1.103
8 C 1.17989 1.24696 -1.48335  C7 1.550, N9 1.442, H33 1.091, H34 1.091
9 N -0.25752 1.23485 -1.36590  C8 1.442, C10 1.359, H35 1.007
10 C -0.89717 2.05552 -0.49136  N9 1.359, O11 1.219, C12 1.472
11 O -0.34648 3.01248 0.02590  C10 1.219
12 C -2.30644 1.70457 -0.25397  C10 1.472, C13 1.431, C17 1.374
13 C -2.96031 0.45327 -0.48522  C12 1.431, C14 1.358, H36 1.072
14 C -4.24189 0.60385 -0.06101  C13 1.358, C15 1.487, O16 1.356
15 C -5.39289 -0.33656 -0.03197  C14 1.487, H37 1.086, H38 1.090, H39 1.089
16 O -4.42755 1.86158 0.41034  C14 1.356, C17 1.347
17 C -3.25899 2.52274 0.30310  C12 1.374, O16 1.347, C18 1.482
18 C -3.18926 3.93542 0.74713  C17 1.482, H40 1.090, H41 1.086, H42 1.089
19 N 3.21684 0.06646 -0.70253  C7 1.459, C20 1.458, C24 1.456
20 C 3.87070 -0.76170 0.30393  N19 1.458, C21 1.535, H43 1.091, H44 1.095
21 C 4.30168 0.03519 1.54245  C20 1.535, O22 1.412, H45 1.091, H46 1.101
22 O 5.13548 1.12029 1.19496  C21 1.412, C23 1.413
23 C 4.49885 1.97054 0.26250  O22 1.413, C24 1.534, H47 1.091, H48 1.101
24 C 4.08994 1.19457 -0.99543  N19 1.456, C23 1.534, H49 1.088, H50 1.095
25 C 0.10701 -1.02444 0.79194  C6 1.385, C26 1.386, H51 1.081
26 C -0.71377 -2.13881 0.86530  C3 1.389, C25 1.386, H52 1.078
27 H -3.08748 -3.67163 0.88560  C1 1.095
28 H -2.81269 -5.41438 0.64042  C1 1.089
29 H -1.86010 -4.53147 1.85844  C1 1.095
30 H 0.38178 -3.77253 -1.87123  C4 1.079
31 H 1.84323 -1.76972 -1.99072  C5 1.079
32 H 1.74137 0.96648 0.57268  C7 1.103
33 H 1.46116 0.84877 -2.45974  C8 1.091
34 H 1.49028 2.28979 -1.39687  C8 1.091
35 H -0.72640 0.39383 -1.65984  N9 1.007
36 H -2.53319 -0.44580 -0.88307  C13 1.072
37 H -5.10103 -1.28600 -0.47067  C15 1.086
38 H -5.72460 -0.50126 0.99278  C15 1.090
39 H -6.23176 0.07329 -0.59270  C15 1.089
40 H -3.80555 4.56675 0.10737  C18 1.090
41 H -2.15581 4.26449 0.69769  C18 1.086
42 H -3.55716 4.02840 1.76757  C18 1.089
43 H 3.20163 -1.57140 0.59774  C20 1.091
44 H 4.76077 -1.19233 -0.16539  C20 1.095
45 H 4.88701 -0.59215 2.21688  C21 1.091
46 H 3.41493 0.40328 2.08147  C21 1.101
47 H 5.22529 2.74725 0.01835  C23 1.091
48 H 3.61567 2.43984 0.72196  C23 1.101
49 H 3.61615 1.86202 -1.71260  C24 1.088
50 H 4.99254 0.77768 -1.45473  C24 1.095
51 H 0.01345 -0.25526 1.54547  C25 1.081
52 H -1.42119 -2.21356 1.67584  C26 1.078

[3]
Molecular formula: C20H26N2O4
Method: DFT, ωB97M-V with the def2-TZVPD basis set

Values from the calculation:
Electronic energy in hartree: -1188.24852
HOMO energy in Ha: -0.313
LUMO energy in eV: 0.71
SMILES string: CCOc1ccccc1[C@@H]1NC(=O)NC(C)=C1C(=O)OC1CCCCC1

Last columns: bonded neighbours and bond lengths (Å).
CARTESIAN COORDINATES (ANGSTROEM)
1 C -0.87871 -3.41746 -1.66432  C2 1.525, H27 1.088, H28 1.087, H29 1.087
2 C 0.63268 -3.60364 -1.74916  C1 1.525, O3 1.413, H30 1.097, H31 1.094
3 O 1.34363 -2.47916 -1.27213  C2 1.413, C4 1.364
4 C 1.35004 -2.19434 0.06191  O3 1.364, C5 1.391, C9 1.403
5 C 0.97690 -3.08238 1.06507  C4 1.391, C6 1.384, H32 1.079
6 C 1.07280 -2.71471 2.39617  C5 1.384, C7 1.382, H33 1.080
7 C 1.54141 -1.46313 2.74690  C6 1.382, C8 1.384, H34 1.079
8 C 1.90227 -0.57114 1.75179  C7 1.384, C9 1.384, H35 1.080
9 C 1.80229 -0.91420 0.41489  C4 1.403, C8 1.384, C10 1.519
10 C 2.17548 0.07790 -0.67329  C9 1.519, N11 1.455, C17 1.510, H36 1.098
11 N 3.60946 0.05487 -0.91702  C10 1.455, C12 1.345, H37 1.009
12 C 4.50535 0.97719 -0.52143  N11 1.345, O13 1.212, N14 1.391
13 O 5.70692 0.83922 -0.59315  C12 1.212
14 N 3.95279 2.16672 -0.05768  C12 1.391, C15 1.370, H38 1.010
15 C 2.61098 2.43900 -0.00351  N14 1.370, C16 1.491, C17 1.354
16 C 2.24184 3.82559 0.40287  C15 1.491, H39 1.088, H40 1.088, H41 1.088
17 C 1.71630 1.46812 -0.30448  C10 1.510, C15 1.354, C18 1.462
18 C 0.27324 1.67247 -0.19552  C17 1.462, O19 1.213, O20 1.345
19 O -0.26128 2.69318 0.18403  C18 1.213
20 O -0.39022 0.56079 -0.56093  C18 1.345, C21 1.431
21 C -1.81040 0.47983 -0.40568  O20 1.431, C22 1.528, C26 1.528, H42 1.098
22 C -2.23119 0.58953 1.05910  C21 1.528, C23 1.525, H43 1.091, H44 1.093
23 C -3.73255 0.34993 1.18272  C22 1.525, C24 1.526, H45 1.091, H46 1.093
24 C -4.50337 1.35099 0.32667  C23 1.526, C25 1.526, H47 1.092, H48 1.092
25 C -4.06825 1.25338 -1.13273  C24 1.526, C26 1.526, H49 1.091, H50 1.093
26 C -2.56736 1.49656 -1.25903  C21 1.528, C25 1.526, H51 1.092, H52 1.090
27 H -1.19423 -3.29870 -0.63028  C1 1.088
28 H -1.38120 -4.28083 -2.09185  C1 1.087
29 H -1.16830 -2.52741 -2.21765  C1 1.087
30 H 0.94521 -4.51617 -1.22654  C2 1.097
31 H 0.94015 -3.68849 -2.79525  C2 1.094
32 H 0.61650 -4.07018 0.82381  C5 1.079
33 H 0.77882 -3.41895 3.16047  C6 1.080
34 H 1.62034 -1.18004 3.78520  C7 1.079
35 H 2.25803 0.41429 2.01452  C8 1.080
36 H 1.67557 -0.24133 -1.59682  C10 1.098
37 H 3.99222 -0.82857 -1.21798  N11 1.009
38 H 4.61943 2.89124 0.16668  N14 1.010
39 H 3.12829 4.44066 0.54009  C16 1.088
40 H 1.59670 4.27696 -0.34730  C16 1.088
41 H 1.66733 3.80341 1.32685  C16 1.088
42 H -2.03294 -0.53240 -0.76793  C21 1.098
43 H -1.98422 1.58728 1.42364  C22 1.091
44 H -1.67052 -0.14038 1.64877  C22 1.093
45 H -4.03231 0.44339 2.22801  C23 1.091
46 H -3.96789 -0.66616 0.85572  C23 1.093
47 H -5.57570 1.16225 0.40848  C24 1.092
48 H -4.30948 2.36103 0.69263  C24 1.092
49 H -4.60822 1.98787 -1.73289  C25 1.091
50 H -4.31149 0.26015 -1.51906  C25 1.093
51 H -2.24951 1.40469 -2.30017  C26 1.092
52 H -2.32364 2.50133 -0.91318  C26 1.090

[4]
Molecular formula: C20H26N2O5S2
Method: DFT, ωB97M-V with the def2-TZVPD basis set

Values from the calculation:
Electronic energy in hartree: -2059.78097
HOMO energy in Ha: -0.271
LUMO energy in eV: 0.23
SMILES string: COc1ccc(NC(=O)[C@H]2CC[C@H](CNS(=O)(=O)c3cccs3)CC2)cc1OC

Last columns: bonded neighbours and bond lengths (Å).
CARTESIAN COORDINATES (ANGSTROEM)
1 C 5.72704 3.85939 0.35192  O2 1.404, H30 1.089, H31 1.096, H32 1.096
2 O 4.33673 3.73399 0.20362  C1 1.404, C3 1.366
3 C 3.81182 2.47754 0.09366  O2 1.366, C4 1.383, C27 1.414
4 C 4.53909 1.30184 0.12075  C3 1.383, C5 1.389, H33 1.078
5 C 3.91707 0.06621 -0.00106  C4 1.389, C6 1.382, H34 1.076
6 C 2.54468 0.00527 -0.15437  C5 1.382, N7 1.402, C26 1.399
7 N 1.83395 -1.19695 -0.27729  C6 1.402, C8 1.354, H35 1.009
8 C 2.25540 -2.46792 -0.07757  N7 1.354, O9 1.214, C10 1.534
9 O 3.40146 -2.78765 0.16359  C8 1.214
10 C 1.14662 -3.52753 -0.11365  C8 1.534, C11 1.542, C25 1.537, H36 1.095
11 C 0.14797 -3.41697 -1.28302  C10 1.542, C12 1.531, H37 1.092, H38 1.091
12 C -1.29530 -3.21877 -0.81113  C11 1.531, C13 1.526, H39 1.091, H40 1.092
13 C -1.36040 -2.04824 0.16596  C12 1.526, C14 1.533, C24 1.541, H41 1.093
14 C -2.79922 -1.65352 0.51962  C13 1.533, N15 1.449, H42 1.093, H43 1.094
15 N -2.87178 -0.44778 1.32065  C14 1.449, S16 1.667, H44 1.008
16 S -2.52830 0.99920 0.56732  N15 1.667, O17 1.439, O18 1.430, C19 1.761
17 O -1.60152 0.84789 -0.52272  S16 1.439
18 O -2.20269 1.93176 1.60079  S16 1.430
19 C -4.09926 1.38815 -0.12640  S16 1.761, C20 1.361, S23 1.715
20 C -4.44093 1.42496 -1.44322  C19 1.361, C21 1.411, H45 1.074
21 C -5.80029 1.75331 -1.63027  C20 1.411, C22 1.360, H46 1.075
22 C -6.44879 1.95324 -0.45112  C21 1.360, S23 1.720, H47 1.072
23 S -5.41667 1.74999 0.90954  C19 1.715, C22 1.720
24 C -0.53409 -2.35010 1.43112  C13 1.541, C25 1.531, H48 1.094, H49 1.092
25 C 0.42210 -3.53113 1.24153  C10 1.537, C24 1.531, H50 1.092, H51 1.092
26 C 1.79245 1.18406 -0.18345  C6 1.399, C27 1.382, H52 1.080
27 C 2.40712 2.41505 -0.05848  C3 1.414, C26 1.382, O28 1.359
28 O 1.76131 3.61106 -0.07111  C27 1.359, C29 1.408
29 C 0.35851 3.61384 -0.19428  O28 1.408, H53 1.089, H54 1.095, H55 1.094
30 H 5.92022 4.92928 0.41621  C1 1.089
31 H 6.26506 3.44658 -0.50863  C1 1.096
32 H 6.08270 3.37297 1.26688  C1 1.096
33 H 5.61037 1.32491 0.23827  C4 1.078
34 H 4.49737 -0.83951 0.02933  C5 1.076
35 H 0.85281 -1.05981 -0.47042  N7 1.009
36 H 1.68680 -4.47670 -0.18725  C10 1.095
37 H 0.42320 -2.58652 -1.93695  C11 1.092
38 H 0.19839 -4.32327 -1.88861  C11 1.091
39 H -1.67000 -4.12670 -0.33630  C12 1.091
40 H -1.92900 -3.01405 -1.67639  C12 1.092
41 H -0.95460 -1.17418 -0.34999  C13 1.093
42 H -3.36228 -1.44360 -0.39379  C14 1.093
43 H -3.30675 -2.45492 1.06496  C14 1.094
44 H -2.38387 -0.50883 2.20106  N15 1.008
45 H -3.73558 1.23075 -2.22979  C20 1.074
46 H -6.26752 1.83668 -2.59436  C21 1.075
47 H -7.47813 2.21280 -0.30286  C22 1.072
48 H -1.20619 -2.59851 2.25780  C24 1.094
49 H 0.03065 -1.46423 1.72848  C24 1.092
50 H 1.16551 -3.52679 2.04082  C25 1.092
51 H -0.13638 -4.46537 1.32538  C25 1.092
52 H 0.72111 1.12344 -0.30264  C26 1.080
53 H 0.07024 4.66395 -0.19812  C29 1.089
54 H 0.03251 3.14397 -1.12757  C29 1.095
55 H -0.13070 3.10750 0.64360  C29 1.094

Which gap between HOMO and LUMO belongs to each record? In order, 0.3414, 0.3253, 0.3389, 0.2795 Ha.
Which energy relative to the best compared isomer or geometry (same formula, charge and spin) belongs to each record? In order, 37.1, 242.1, 37.3, 21.8 kJ/mol.